[1]
{"formula": "C20H29N3O4S", "method": "ωB97M-V/def2-TZVPD", "elements": ["C", "C", "O", "N", "C", "C", "C", "C", "S", "O", "O", "N", "C", "C", "C", "C", "O", "N", "C", "C", "C", "C", "C", "C", "C", "C", "C", "C", "H", "H", "H", "H", "H", "H", "H", "H", "H", "H", "H", "H", "H", "H", "H", "H", "H", "H", "H", "H", "H", "H", "H", "H", "H", "H", "H", "H", "H"], "positions_angstrom": [[-5.5885, 0.7526, -3.4655], [-4.3605, 1.3973, -2.8569], [-4.4069, 2.3541, -2.1222], [-3.2070, 0.7659, -3.2401], [-1.8882, 1.0493, -2.8880], [-0.8894, 0.2109, -3.3891], [0.4333, 0.4295, -3.0604], [0.7632, 1.4922, -2.2403], [2.4516, 1.6655, -1.6757], [2.6889, 3.0259, -1.2902], [3.3341, 1.0556, -2.6266], [2.5029, 0.7431, -0.2866], [2.3074, -0.6734, -0.5082], [2.6615, -1.4565, 0.7534], [1.9064, -0.9447, 1.9877], [0.4135, -1.2670, 1.9220], [-0.1729, -1.4445, 0.8672], [-0.2630, -1.3080, 3.0952], [0.2964, -1.2463, 4.4264], [0.6330, -2.6276, 4.9992], [-0.5409, -3.6066, 4.9612], [-0.9110, -4.0317, 3.5368], [-1.9438, -3.1347, 2.8504], [-1.6762, -1.6330, 3.0271], [2.1120, 0.5747, 2.0988], [1.7041, 1.2604, 0.7989], [-0.2127, 2.3381, -1.7496], [-1.5404, 2.1257, -2.0724], [-5.6653, -0.2850, -3.1468], [-6.4725, 1.2921, -3.1388], [-5.5315, 0.7843, -4.5515], [-3.3124, -0.0348, -3.8486], [-1.1563, -0.6176, -4.0300], [1.2208, -0.2012, -3.4406], [2.9646, -0.9560, -1.3314], [1.2659, -0.8871, -0.7807], [2.4297, -2.5096, 0.5869], [3.7320, -1.3588, 0.9437], [2.3374, -1.4357, 2.8645], [-0.4458, -0.7654, 5.0720], [1.1884, -0.6198, 4.4376], [1.4661, -3.0595, 4.4397], [0.9609, -2.4915, 6.0320], [-1.4085, -3.1709, 5.4597], [-0.2507, -4.4936, 5.5286], [-1.3141, -5.0463, 3.5552], [-0.0026, -4.0586, 2.9310], [-2.9400, -3.3494, 3.2415], [-1.9413, -3.3713, 1.7861], [-2.1039, -1.0937, 2.1780], [-2.1463, -1.2679, 3.9417], [1.5262, 0.9922, 2.9197], [3.1688, 0.7748, 2.2841], [1.8959, 2.3330, 0.8488], [0.6315, 1.0927, 0.6138], [0.0823, 3.1688, -1.1284], [-2.3099, 2.7777, -1.6949]], "forces_ev_per_angstrom": [[-0.1, 0.2, 0.1], [-0.3, -0.3, -0.2], [0.0, 0.2, 0.2], [0.1, -0.3, -0.3], [0.3, 0.2, 0.1], [0.0, 0.1, 0.1], [-0.1, -0.1, -0.1], [0.8, 0.1, 0.3], [0.1, 0.0, 0.0], [-0.4, 0.0, 0.1], [-0.3, -0.3, 0.0], [0.3, 0.6, -0.8], [0.0, -0.7, -0.3], [-0.3, 0.1, -0.1], [0.1, -0.1, -0.1], [0.4, 0.1, 0.3], [-0.1, -0.2, -0.4], [-0.3, 0.2, 0.1], [0.5, -0.2, 0.3], [-0.3, 0.2, 0.1], [0.3, -0.1, -0.2], [-0.3, 0.0, 0.1], [0.2, 0.0, -0.1], [-0.3, -0.1, -0.3], [-0.1, 0.0, -0.1], [-0.2, 0.4, 0.5], [0.0, 0.0, 0.0], [-0.1, 0.1, 0.1], [0.0, -0.1, 0.0], [0.0, 0.0, 0.0], [0.0, 0.0, -0.1], [-0.1, 0.2, 0.1], [0.0, -0.1, -0.1], [0.0, -0.1, -0.1], [0.0, -0.2, 0.1], [0.2, 0.0, 0.0], [0.1, 0.0, 0.0], [0.0, 0.0, 0.0], [-0.1, 0.1, 0.0], [0.1, 0.0, -0.1], [-0.1, 0.0, 0.0], [0.1, 0.0, 0.0], [0.1, 0.0, 0.0], [-0.1, 0.0, 0.1], [-0.1, 0.0, 0.1], [0.1, 0.0, -0.1], [0.0, -0.1, 0.0], [-0.1, 0.0, 0.0], [-0.1, 0.0, 0.0], [0.0, 0.0, 0.2], [0.1, 0.0, 0.0], [0.0, 0.0, 0.0], [0.0, 0.0, 0.1], [-0.1, -0.1, 0.2], [0.0, 0.1, 0.0], [-0.1, 0.1, 0.1], [0.0, 0.0, 0.0]], "e_above_lowest_kj_mol": 106.5, "homo_lumo_gap_ha": 0.344, "energy_ha": -1642.97155, "lumo_energy_ev": 0.55, "smiles": "CC(=O)Nc1ccc(S(=O)(=O)N2CCC(C(=O)N3CCCCCC3)CC2)cc1", "spin_multiplicity": 1}

---

[2]
{"formula": "C4H12NO2", "method": "ωB97M-V/def2-TZVPD", "elements": ["C", "N", "C", "O", "C", "C", "H", "H", "H", "H", "H", "H", "H", "H", "H", "H", "H", "H", "O"], "positions_angstrom": [[0.2547, 0.7829, -0.7101], [-1.1573, 0.4038, -1.0223], [-2.1535, 0.8288, 0.0205], [-2.0793, 0.2852, 1.1036], [1.3912, -0.1404, -1.2063], [2.2449, -0.7421, -0.0825], [0.3277, 0.9977, 0.3660], [0.3420, 1.7477, -1.2519], [-1.2231, -0.5860, -1.2752], [-3.1138, 0.7935, -0.5065], [-2.0267, 2.0495, -0.1157], [0.8283, -0.8874, -1.8129], [2.1793, 0.2847, -1.8896], [2.7452, 0.1197, 0.3447], [2.9819, -1.4147, -0.4208], [1.6720, -1.1959, 0.7117], [-0.9834, -0.8894, 3.3500], [-1.3049, -0.9604, 1.8113], [-0.9251, -1.4773, 2.5860]], "forces_ev_per_angstrom": [[-0.6, 1.4, -0.7], [1.2, -0.5, -1.1], [0.2, 3.9, -5.8], [0.3, -2.2, 5.7], [-0.4, -1.0, -0.6], [-1.2, 1.2, 0.2], [0.2, -0.2, -0.1], [0.4, -0.1, 0.5], [-0.1, 0.2, 0.6], [-0.8, -0.6, -0.5], [0.3, -1.2, 0.9], [0.8, 0.0, 0.3], [-1.2, 0.3, 0.3], [0.3, 0.1, 0.4], [0.9, -0.9, -0.6], [-0.4, -0.2, 0.2], [-0.1, 0.0, -0.6], [-0.1, 0.4, 0.7], [0.3, -0.4, 0.0]], "e_above_lowest_kj_mol": 119.9, "homo_lumo_gap_ha": 0.260, "charge": -1, "energy_ha": -364.80985, "lumo_energy_ev": 3.97, "spin_multiplicity": 1}

---

[3]
{"formula": "C4H15O4", "method": "ωB97M-V/def2-TZVPD", "elements": ["C", "O", "C", "C", "C", "H", "H", "H", "H", "H", "H", "H", "H", "H", "H", "H", "O", "H", "H", "O", "H", "H", "O"], "positions_angstrom": [[1.3705, 0.0225, 0.9438], [0.1656, 0.3401, 1.5188], [1.5633, -1.4715, 0.7274], [0.5045, -2.0149, -0.2142], [0.7352, -3.4558, -0.7122], [2.2260, 0.3102, 1.5629], [1.4155, 0.6430, 0.0565], [2.5211, -1.7371, 0.3707], [1.4026, -1.9335, 1.7051], [-0.4811, -1.9089, 0.2170], [0.4190, -1.3899, -1.0470], [1.7179, -3.4282, -1.1603], [0.7467, -4.2181, 0.0094], [0.0221, -3.7054, -1.4833], [-0.3840, 0.6045, 0.7393], [-0.0199, 2.4401, -0.8693], [-0.7853, 2.0259, -0.3696], [-1.0087, 3.4939, 0.8182], [-2.0175, 4.3998, 1.3253], [-1.1061, 4.3184, 1.3001], [-2.4933, 2.4182, -1.2855], [-3.1703, 1.7748, -2.4217], [-3.3437, 2.4720, -1.7313]], "forces_ev_per_angstrom": [[1.4, 0.0, 0.0], [-1.0, -0.6, 0.5], [-2.1, 0.0, 0.2], [-0.4, -1.5, 0.9], [0.3, 1.9, -0.8], [-0.1, 0.4, 0.4], [0.5, -0.2, -0.8], [1.4, -0.1, -0.4], [0.3, -0.1, 0.1], [-0.3, -0.1, 0.5], [0.2, 1.1, -1.6], [0.4, -0.4, -0.4], [-0.2, -0.9, 1.3], [-0.3, -0.2, -0.3], [-0.1, 1.0, 0.4], [-1.4, -0.8, 0.9], [0.9, 0.7, -1.0], [0.6, -1.4, -0.9], [-2.8, 0.5, 0.2], [2.3, 0.7, 0.6], [1.3, 0.1, 1.1], [-0.6, 1.1, 1.0], [-0.4, -1.3, -1.8]], "e_above_lowest_kj_mol": 75.9, "homo_lumo_gap_ha": 0.292, "charge": -1, "energy_ha": -462.38113, "lumo_energy_ev": 3.52, "spin_multiplicity": 1}

---

[4]
{"formula": "H18O9", "method": "ωB97M-V/def2-TZVPD", "elements": ["O", "H", "H", "O", "H", "H", "O", "H", "H", "O", "H", "H", "O", "H", "H", "O", "H", "H", "O", "H", "H", "O", "H", "H", "O", "H", "H"], "positions_angstrom": [[-1.1570, -0.4172, -0.1811], [-1.0923, -1.0840, -0.8224], [-0.2905, -0.0217, -0.3276], [0.8297, -0.8267, 1.0406], [-0.0865, -1.0699, 1.1769], [1.0691, -0.3202, 1.8125], [-1.1181, -3.3333, -2.2124], [-1.1629, -3.9606, -1.3806], [-0.4120, -3.7786, -2.6885], [4.5250, -1.4048, -0.4464], [5.3650, -1.3493, 0.1115], [4.1057, -0.5710, -0.4465], [1.2296, 1.3776, -1.6311], [1.8745, 1.1238, -2.2787], [0.4365, 0.8476, -1.8426], [-2.9619, 1.7449, 1.0475], [-2.4045, 2.2708, 0.4107], [-3.3832, 2.4025, 1.5289], [-1.0746, 4.0624, -1.3352], [-0.6397, 4.8156, -1.7936], [-0.6148, 3.4261, -1.8107], [3.0960, 0.7985, 2.8566], [2.6827, 1.7200, 2.7096], [2.7433, 0.1777, 2.1835], [-3.7647, -2.0317, 1.7307], [-3.7569, -1.6642, 0.7796], [-4.0374, -2.9343, 1.8087]], "forces_ev_per_angstrom": [[-0.7, 1.6, -0.1], [-0.5, -2.0, -1.6], [0.1, 0.4, 0.8], [1.5, -0.3, 0.4], [-0.4, 0.0, 0.1], [-0.1, 0.1, 0.5], [0.0, -2.1, 2.8], [-0.1, 2.0, -2.3], [0.2, 0.2, -0.4], [2.4, -1.7, 0.9], [-2.0, 0.2, -1.2], [-0.5, 1.5, 0.3], [-1.2, -0.1, 0.3], [0.5, -0.2, -0.5], [0.6, 0.4, 0.0], [2.1, -0.8, -2.4], [-0.8, -1.0, 0.8], [-1.4, 1.9, 1.6], [-0.3, 2.7, 0.2], [-0.8, 0.1, 0.9], [1.2, -2.9, -1.0], [-1.1, 1.5, -0.6], [0.9, -2.5, 0.1], [0.4, 0.9, 0.4], [0.5, 2.1, -1.6], [-0.2, -1.4, 2.3], [-0.3, -0.6, -0.7]], "e_above_lowest_kj_mol": 385.0, "homo_lumo_gap_ha": 0.406, "energy_ha": -687.87914, "lumo_energy_ev": 0.13, "smiles": "O.O.O.O.O.O.O.O.O", "spin_multiplicity": 1}

---

[5]
{"formula": "C13H19NO4S", "method": "ωB97M-V/def2-TZVPD", "elements": ["O", "O", "O", "O", "C", "C", "C", "C", "C", "C", "C", "N", "S", "C", "C", "C", "C", "C", "C", "H", "H", "H", "H", "H", "H", "H", "H", "H", "H", "H", "H", "H", "H", "H", "H", "H", "H", "H"], "positions_angstrom": [[-3.3836, -1.7714, 1.3152], [0.1662, -2.7033, -1.1882], [-3.6090, -3.6142, -0.8788], [-1.0827, -1.2390, 2.5861], [-2.3310, -2.1330, 0.7572], [3.2850, 1.0806, -3.1751], [2.0448, 1.7084, -3.0748], [3.4703, -0.2047, -2.7240], [0.9603, 0.9865, -2.6395], [2.3956, -0.9017, -2.1303], [1.1744, -0.2861, -2.0981], [-2.4548, -3.1254, -0.3211], [-0.2431, -1.2607, -1.3698], [0.2920, 2.7657, 3.1236], [-0.2464, 1.5068, 2.5929], [-0.4132, 1.7516, 1.0434], [-0.8975, -1.8339, 1.2633], [-1.2168, 0.6427, 0.4574], [-0.4108, -0.6622, 0.3320], [-4.3557, -3.2098, -0.3589], [-1.9168, -1.4182, 2.9363], [4.0882, 1.6027, -3.7480], [1.8780, 2.7061, -3.4756], [4.4589, -0.6284, -2.8596], [0.1163, 1.5459, -2.7169], [2.5286, -1.9399, -1.8151], [-1.6057, -3.3796, -0.8214], [1.0531, 3.2424, 2.4800], [0.7178, 2.6057, 4.1421], [-0.5380, 3.5087, 3.2170], [-1.0774, 1.2090, 3.0375], [0.5529, 0.7383, 2.5359], [-0.8032, 2.6949, 0.8848], [0.6668, 1.7546, 0.6266], [-0.2478, -2.7805, 1.1597], [-1.4870, 0.8113, -0.5229], [-2.2137, 0.6618, 0.8285], [0.6849, -0.4318, 0.5989]], "forces_ev_per_angstrom": [[1.9, 0.0, -0.7], [0.6, 0.6, -0.3], [-1.4, 0.8, 0.7], [3.6, -0.6, -2.2], [-3.3, -3.7, -1.7], [0.7, 1.0, -0.9], [0.5, -0.4, -0.8], [-0.2, -0.2, 0.2], [2.4, -0.8, 0.8], [1.3, -0.1, -0.6], [-1.5, -0.5, 1.0], [2.3, 2.6, 2.9], [-0.6, -0.1, -1.2], [0.3, 1.8, 1.8], [4.8, 0.9, -4.7], [2.3, -1.9, 1.3], [-1.4, 0.6, -0.2], [1.0, -0.6, -0.6], [2.3, 0.1, 2.0], [1.0, -0.3, -0.4], [-2.5, -0.8, 0.4], [-0.5, -0.5, 0.9], [0.2, -0.2, 0.1], [-0.2, -0.3, 0.2], [-3.1, 0.7, 0.3], [-0.2, 0.4, 0.1], [-0.3, -0.1, -0.1], [-0.2, -0.4, 0.3], [-0.2, 0.4, -0.6], [0.6, -0.4, 0.0], [-3.6, -1.6, 1.9], [-0.7, 0.1, 1.0], [-1.1, 2.0, -0.5], [-1.7, 0.1, 0.4], [-0.9, 1.7, 0.7], [-0.2, 1.1, -2.8], [-0.7, -1.0, 1.3], [-1.5, -0.3, 0.0]], "e_above_lowest_kj_mol": 569.5, "homo_lumo_gap_ha": 0.344, "energy_ha": -1260.50856, "lumo_energy_ev": 0.59, "spin_multiplicity": 1}